{
  "formula": "C5H5ClFN",
  "method": "wB97M-V/def2-TZVPD",
  "elements": ["N", "C", "C", "C", "C", "C", "F", "Cl", "H", "H", "H", "H", "H"],
  "xyz": [[0.91880, 2.71522, -0.53646], [0.03782, 1.96418, -0.47695], [-1.13620, 1.19129, -0.31530], [-1.20248, -0.08426, 0.00434], [-0.15030, -1.06707, 0.42294], [1.28183, -0.83196, 0.09110], [1.79623, 0.20611, 0.77192], [1.59828, -0.54316, -1.59914], [-2.10877, 1.70429, -0.51867], [-2.24271, -0.46540, 0.02011], [-0.19561, -1.02725, 1.50720], [-0.44396, -2.04062, 0.20781], [1.84709, -1.72136, 0.42110]],
  "forces_ev_per_angstrom": [[-0.9, -0.8, -0.1], [1.2, 1.7, 0.2], [-1.2, 0.7, -0.6], [-1.0, -1.0, 0.0], [-0.5, 2.1, 0.8], [0.7, -1.3, 0.2], [0.2, 0.8, 0.8], [0.0, -0.2, -0.8], [1.1, -0.3, 0.1], [0.8, 0.0, 0.2], [0.1, -0.1, 0.5], [-0.4, -1.7, -0.8], [-0.1, 0.3, -0.4]],
  "smiles": "N#C/C=C\\C[C@H](F)Cl",
  "de_lowest_ev": 0.365,
  "homo_ha": -0.378,
  "orbital_gap_ev": 10.8
}

***

{
  "formula": "C6H8",
  "method": "wB97M-V/def2-TZVPD",
  "elements": ["C", "C", "C", "C", "C", "C", "H", "H", "H", "H", "H", "H", "H", "H"],
  "xyz": [[-2.65599, -0.18898, -0.04305], [-1.26297, -0.81775, -0.01689], [0.01506, 0.03384, 0.01135], [-0.06277, 1.38284, 0.09235], [1.34524, -0.70185, 0.07703], [2.62229, -0.15831, -0.13355], [-3.47015, -0.93008, -0.16978], [-2.99075, 1.12719, 0.07402], [-1.05726, -2.13317, -0.17833], [-0.97520, 2.10341, -0.08018], [0.92200, 1.88412, 0.15000], [1.28948, -1.71944, 0.51138], [3.43457, -0.76820, 0.17826], [2.84646, 0.88639, -0.47262]],
  "forces_ev_per_angstrom": [[4.4, -0.3, 0.3], [-3.7, 0.6, -1.0], [-1.1, -0.4, 0.3], [0.1, 0.9, -1.0], [1.9, 1.8, 0.2], [-3.6, -0.2, 0.4], [0.4, 0.9, 0.2], [1.5, -4.7, -0.4], [-1.1, 4.5, 0.6], [1.8, -2.0, 0.6], [-0.8, 0.0, 0.1], [0.1, 0.6, -0.5], [0.7, -0.3, -0.1], [-0.5, -1.2, 0.2]],
  "de_lowest_ev": 4.335,
  "homo_ha": -0.308,
  "orbital_gap_ev": 8.4
}

***

{
  "formula": "C19H25N3O3S",
  "method": "wB97M-V/def2-TZVPD",
  "elements": ["C", "C", "C", "C", "C", "C", "C", "O", "N", "N", "C", "S", "N", "C", "C", "C", "C", "C", "O", "C", "O", "C", "C", "C", "C", "C", "H", "H", "H", "H", "H", "H", "H", "H", "H", "H", "H", "H", "H", "H", "H", "H", "H", "H", "H", "H", "H", "H", "H", "H", "H"],
  "xyz": [[-3.35311, -3.19211, -0.10017], [-2.22752, -2.60409, 0.75324], [-2.75558, -2.16481, 2.12050], [-1.55954, -1.45298, 0.04115], [-0.22490, -1.51171, -0.29627], [0.41288, -0.44482, -0.93976], [1.83406, -0.47661, -1.30615], [2.47816, 0.52370, -1.60578], [2.46370, -1.69268, -1.27907], [3.84135, -1.77892, -1.48189], [4.66023, -1.07521, -0.61765], [6.13022, -0.55867, -1.12404], [4.22146, -0.98203, 0.65875], [4.54111, 0.15136, 1.50980], [3.38989, 1.10617, 1.48185], [2.10667, 0.95332, 1.92966], [1.39825, 2.09767, 1.49441], [2.30062, 2.85115, 0.80884], [3.50153, 2.25774, 0.79663], [-0.31863, 0.72567, -1.21904], [0.24100, 1.80339, -1.78098], [-1.69306, 0.77533, -0.91617], [-2.44736, 2.03877, -1.25333], [-2.25401, 3.05926, -0.12697], [-3.93295, 1.80512, -1.51648], [-2.27878, -0.30419, -0.29206], [-2.97232, -3.49876, -1.07193], [-4.14213, -2.46138, -0.25697], [-3.78364, -4.06056, 0.39311], [-1.47817, -3.38769, 0.91417], [-3.17319, -3.01614, 2.65320], [-1.95246, -1.74121, 2.71961], [-3.53394, -1.41417, 2.01170], [0.33713, -2.39468, -0.02538], [1.96223, -2.56388, -1.19582], [4.14863, -1.70304, -2.44892], [3.29842, -1.36307, 0.83158], [4.72753, -0.21300, 2.52401], [5.44003, 0.62807, 1.11484], [1.71675, 0.13668, 2.50411], [0.36463, 2.31571, 1.66659], [2.21105, 3.79178, 0.30357], [1.21049, 1.64040, -1.86190], [-1.99354, 2.45056, -2.16019], [-2.79109, 3.97664, -0.35566], [-2.63017, 2.66103, 0.81382], [-1.19933, 3.29561, -0.01369], [-4.46462, 1.57123, -0.59688], [-4.37504, 2.70610, -1.93540], [-4.07672, 0.99145, -2.22390], [-3.32622, -0.25749, -0.04268]],
  "forces_ev_per_angstrom": [[0.3, -0.1, 0.1], [-0.2, 0.1, 0.0], [0.2, -0.2, -0.1], [0.2, -0.3, 0.1], [-0.1, 0.2, -0.1], [-0.3, 0.3, -0.1], [0.2, 0.0, -0.1], [-0.1, 0.0, -0.1], [0.3, -0.4, 0.0], [-0.5, -0.1, -0.1], [0.3, -0.3, 0.4], [0.4, 0.2, -0.3], [-0.4, -0.3, -0.4], [0.0, 0.3, 0.0], [-0.5, -0.6, 0.6], [0.7, 0.0, 0.0], [0.2, 0.4, -0.3], [-0.9, 0.1, 0.2], [0.6, 0.0, -0.2], [0.1, -0.5, 0.1], [0.0, 0.2, -0.1], [0.1, 0.2, -0.2], [-0.1, 0.1, 0.1], [0.1, 0.0, -0.3], [0.3, 0.0, -0.1], [0.3, 0.0, -0.1], [0.0, 0.0, -0.1], [-0.1, 0.1, 0.0], [-0.1, -0.1, 0.0], [0.0, 0.1, 0.0], [-0.1, -0.1, 0.1], [0.0, 0.1, 0.1], [-0.1, 0.1, 0.0], [0.0, -0.1, 0.1], [0.1, 0.2, 0.0], [-0.1, 0.1, 0.3], [0.1, 0.1, -0.1], [0.0, 0.1, -0.1], [-0.1, -0.1, 0.1], [0.0, -0.2, 0.1], [-0.2, 0.1, 0.0], [0.1, 0.1, -0.1], [-0.1, -0.1, 0.1], [-0.1, 0.0, 0.1], [-0.1, 0.1, 0.0], [-0.1, 0.0, 0.1], [0.1, 0.1, 0.1], [-0.1, -0.1, 0.1], [-0.1, 0.1, 0.0], [-0.1, -0.1, -0.1], [-0.2, 0.0, 0.0]],
  "smiles": "CC(C)c1cc(C(=O)NNC(=S)NCc2ccco2)c(O)c(C(C)C)c1",
  "de_lowest_ev": 2.365,
  "homo_ha": -0.304,
  "orbital_gap_ev": 8.6
}

***

{
  "formula": "C5H13N2",
  "method": "wB97M-V/def2-TZVPD",
  "elements": ["N", "C", "C", "C", "C", "C", "N", "H", "H", "H", "H", "H", "H", "H", "H", "H", "H", "H", "H", "H"],
  "xyz": [[-0.34333, -0.39174, 2.13902], [-0.19737, -0.44571, 0.49598], [-0.77560, 0.92495, -0.05505], [-1.54954, 0.72007, -1.36657], [-1.15977, 1.23048, -2.58270], [1.11273, -0.95114, 0.00438], [2.39027, -0.81397, 0.86698], [0.16264, -1.22716, 2.60129], [-1.42262, -0.31989, 2.50826], [0.15190, 0.52914, 2.29374], [-0.96347, -1.18393, 0.07719], [0.06948, 1.54428, -0.24130], [-1.64454, 1.52830, 0.54547], [-2.17247, -0.12419, -1.39601], [-0.29524, 1.97484, -2.61175], [-1.74881, 0.89453, -3.43129], [1.15492, -2.04347, -0.38088], [1.26237, -0.42853, -1.05139], [3.05536, -1.45809, 0.89463], [2.91309, 0.04122, 0.68998]],
  "forces_ev_per_angstrom": [[0.2, -0.2, -1.8], [-3.6, -0.5, 1.0], [-2.4, 0.4, 0.2], [3.5, 0.7, -2.0], [0.0, 0.0, 2.8], [3.9, -0.8, -2.8], [-4.8, 4.8, -0.5], [-0.6, 1.2, -0.4], [1.2, -0.2, -0.4], [-0.2, -0.9, 0.8], [0.9, 0.6, 1.3], [0.5, 1.1, 0.0], [2.7, -1.7, -0.4], [-1.5, -0.7, 0.2], [-1.5, -1.0, -0.4], [0.5, 0.4, -0.3], [-0.8, 1.5, 1.2], [-0.1, -0.6, 2.0], [2.6, -4.3, -0.4], [-0.6, 0.1, 0.0]],
  "de_lowest_ev": 4.271,
  "homo_ha": [-0.133, -0.357],
  "orbital_gap_ev": [4.6, 10.3],
  "multiplicity": 2
}

***

{
  "formula": "C6H11Br4NaO4",
  "method": "wB97M-V/def2-TZVPD",
  "elements": ["Na", "C", "O", "O", "O", "C", "O", "H", "H", "H", "Br", "C", "C", "Br", "H", "H", "H", "H", "Br", "C", "C", "Br", "H", "H", "H", "H"],
  "xyz": [[-1.40396, -0.32884, 1.20772], [0.28011, -0.24493, 3.47634], [-0.89911, -0.52568, 3.57493], [1.07770, -0.74813, 4.27204], [0.65096, 0.26032, 2.40695], [-2.92045, -3.38796, 0.01824], [-2.26309, -2.74132, 1.10427], [-3.99595, -3.22318, -0.04695], [-2.42026, -3.06788, -0.89580], [-2.66219, -4.42072, 0.25234], [3.94150, -2.19416, -3.30016], [2.94256, -1.45911, -1.74441], [1.84550, -0.60315, -2.32105], [0.36606, -0.55651, -1.04761], [3.41290, -1.04148, -0.85421], [2.41879, -2.35294, -1.40554], [1.49434, -1.04309, -3.25446], [2.00285, 0.42488, -2.64740], [1.08676, 3.00868, -1.64896], [-0.09941, 3.89350, -0.35168], [-0.77638, 2.90042, 0.65561], [-2.26496, 3.81363, 1.67964], [-0.89456, 4.39805, -0.90057], [0.46159, 4.71010, 0.10279], [-0.15868, 2.51393, 1.46627], [-1.22268, 2.01564, 0.20166]],
  "forces_ev_per_angstrom": [[0.2, -1.3, 1.8], [1.1, -2.7, 0.5], [-6.9, -0.1, 0.7], [3.3, -0.2, 2.9], [2.0, 3.8, -5.3], [2.4, 0.9, 2.5], [-1.0, 1.0, -1.2], [-0.6, 0.0, -0.1], [-0.2, -0.2, -1.0], [-0.6, -1.0, -0.9], [0.5, 0.5, 0.7], [-1.5, -0.6, -0.1], [-0.9, 0.5, -0.9], [0.4, -0.3, -0.4], [0.8, 0.1, -0.6], [0.3, 0.0, 0.1], [-0.3, -0.4, 0.3], [0.7, 0.1, 0.7], [-0.4, 0.4, 0.4], [-1.2, -0.3, 0.7], [0.4, 0.5, 0.3], [0.7, -0.2, -0.8], [0.1, -0.3, -0.4], [0.2, -0.5, 0.3], [0.4, 0.0, -0.1], [-0.1, 0.5, -0.4]],
  "de_lowest_ev": 1.069,
  "total_charge": -2,
  "homo_ha": 0.052,
  "orbital_gap_ev": 2.3
}

***

{
  "formula": "C4H8Si2",
  "method": "wB97M-V/def2-TZVPD",
  "elements": ["C", "C", "C", "C", "Si", "Si", "H", "H", "H", "H", "H", "H", "H", "H"],
  "xyz": [[-0.92144, 1.47800, 0.78850], [-0.03927, 0.64729, 0.67033], [0.72854, -2.09637, -1.57854], [1.54287, -1.04917, -1.43903], [-2.63828, 1.95391, 1.21525], [2.24079, -0.70688, 0.21009], [0.27491, -2.47548, -2.49648], [0.42682, -2.42903, -0.60239], [1.84055, -0.49294, -2.35295], [-3.48838, 2.83177, 0.19477], [-2.42332, 2.89733, 2.32370], [-3.40801, 0.82082, 1.68563], [2.74933, 0.53274, 0.70687], [3.11489, -1.91201, 0.67425]],
  "forces_ev_per_angstrom": [[-1.1, -0.3, -0.3], [2.6, -1.8, 0.1], [0.1, 0.9, 0.7], [0.6, 0.1, -2.2], [0.2, 1.9, -0.6], [-1.8, 0.6, 0.3], [0.2, 0.2, 0.4], [-0.6, -1.3, -0.1], [0.0, -0.2, 0.7], [1.0, -1.2, 0.7], [-0.3, 0.1, 0.3], [-0.3, -0.4, 0.0], [0.7, 0.5, -0.1], [-1.3, 0.9, 0.2]],
  "de_lowest_ev": 4.145,
  "homo_ha": -0.335,
  "orbital_gap_ev": 7.7
}

***

Q: Number 2 is which compound?
A: C6H8